Density functional theory data (ωB97M-V with the def2-TZVPD basis set) for 3 unconnected molecules or ions with the total composition C17H44O8P2Si.

- Orbital gap: 10.3 eV
- SMILES: CCOP(=O)(OCC)OCC.CCOP(=O)(OCC)OCC.CCCCC[SiH3]

The geometry in ORCA input format:
```
! RIJCOSX wB97M-V def2-TZVPD def2/J DEFGRID3
* xyz 0 1
H 4.2352 -7.2081 0.2278
H -4.7632 2.6743 3.3002
P 2.2847 -3.8453 -0.3293
H -0.3068 0.0487 -0.9411
C -0.3348 -0.4652 3.8119
H -5.5402 0.5676 5.3698
C 1.0378 5.1692 -4.8005
H 3.1354 -1.6030 1.8554
O 3.5900 -4.6165 0.3055
C -1.3433 0.4302 3.0463
H -3.0000 3.7861 -2.9221
H -2.5272 2.1079 -1.1328
H 0.5013 0.0950 4.2305
C 0.1834 6.3801 -5.1182
H 3.2290 -6.2543 -1.8366
C 2.3554 -1.1940 -0.1285
O 0.8208 3.0808 -1.9329
H 2.5859 -5.3286 1.9945
C -2.9524 3.0847 -0.8886
C -2.6080 4.1077 -1.9561
O -1.2078 4.3581 -2.0131
C 0.4494 2.0624 -1.0091
H -2.2843 -0.1153 2.9630
C -4.0732 1.8186 3.3168
C 0.0095 0.7803 -1.6846
O 2.6456 -4.2703 -1.8751
H 4.3404 -5.4387 2.0006
H -6.1781 0.0115 3.0653
H 4.1019 -0.4856 0.9195
H -2.9512 1.8404 5.2303
H -0.9627 0.5260 2.0201
H -0.3150 2.4440 -0.3273
H -3.0867 5.0575 -1.7110
H -4.1671 -0.8106 3.9968
H 3.3643 -7.6830 1.6948
C 3.3790 -6.9770 0.8635
H -0.7314 2.0762 4.3736
H -2.5536 3.3868 0.0818
H 0.0297 -1.2207 3.1069
H 1.3321 1.8610 -0.3984
C 1.0777 -6.1414 -2.1102
P -0.2374 3.5764 -3.0885
O 0.8355 4.7477 -3.4522
O -1.0568 3.5362 -4.3354
H 2.4747 -0.4068 -0.8753
C 3.4546 -5.5499 1.3728
C 2.4834 -5.6160 -2.3164
H -0.8628 6.2121 -4.8643
H 0.8288 0.3552 -2.2651
H -3.7498 1.6790 2.2800
H -0.8817 -1.0284 4.5747
C -1.4807 1.8637 3.6022
H -1.2740 2.5797 2.7975
C -2.8570 2.2135 4.2023
H 2.0927 5.4327 -4.8977
H 1.2864 -1.3142 0.0426
H 2.5619 0.0556 1.6129
C 3.0754 -0.7841 1.1390
H -4.0336 2.9701 -0.7982
H 2.4738 -7.1320 0.2711
H 0.8468 4.3543 -5.4976
H 0.3633 -5.5588 -2.6934
H -0.8216 0.9560 -2.3774
Si -5.0771 0.3626 3.9887
O 2.9210 -2.3831 -0.6724
H 2.7152 -5.6201 -3.3825
H 0.2477 6.6306 -6.1785
H 0.7749 -6.0708 -1.0593
H 0.5175 7.2417 -4.5374
O 1.4500 -3.5222 0.8657
H 1.0090 -7.1844 -2.4199
H -2.8814 3.3059 4.3024
*
```

Here are the Mulliken charges for atoms 1 to 4, given in e:
1 H 0.26
2 H 0.48
3 P 1.16
4 H 0.27



Density functional theory data (ωB97M-V with the def2-TZVPD basis set) for a molecular structure, C17H44O8Si2.

- Orbital gap: 9.8 eV
- Relative energy (zero: lowest compared OMol25 entry of this formula, charge and spin): 0.00 kJ/mol

The geometry in ORCA input format:
```
! RIJCOSX wB97M-V def2-TZVPD def2/J DEFGRID3
* xyz 0 1
H 1.4331 2.1352 -2.9723
H -5.7497 1.5277 3.8796
H 2.2029 -2.7991 -3.4082
H -3.2790 2.2538 -5.4028
Si 7.1654 -3.5122 -1.0578
H -4.0864 3.5695 3.6543
H 1.4223 1.1612 -6.8374
H 0.8170 -0.1518 -5.8276
H 0.2433 -2.1686 -0.7910
H -1.2498 -3.0080 -0.3484
H -0.5591 5.8146 5.9500
H -1.3586 4.8965 3.2751
H -2.0857 -1.1392 0.7737
H 3.0224 -4.0915 -1.3553
H -3.9849 0.4083 4.3049
C 1.5218 0.0381 -2.9900
H -0.0868 1.3947 -3.4673
H 1.1976 0.0078 -1.9410
H -1.6272 0.8528 4.2086
C -1.0661 -0.8917 1.0944
O -1.5534 1.1091 -5.3245
C -0.2302 -2.7803 -0.0068
H -1.7990 3.1459 -4.9777
C -2.3164 4.7958 3.7968
H 2.2233 -4.0940 1.5796
H -3.2195 3.8643 2.1475
C 2.0339 -3.8233 0.5399
H -6.2195 2.9411 4.8405
O -2.1185 4.6809 5.1905
Si 4.7520 -4.6574 0.2497
C -3.5419 1.0994 5.0303
H -2.5391 2.0412 -3.8063
O -4.4843 2.0693 5.4396
H -6.4144 1.3134 5.5169
C -2.3271 2.1947 -4.8657
C 2.9956 -4.5984 -0.3852
H 2.9258 -1.5020 -4.3897
C -0.5994 1.3968 -6.3265
H 0.0713 -4.6261 1.0124
O 1.4117 1.6153 -4.8971
C 0.5458 -4.0575 0.2104
H 2.6091 -5.6073 -0.5513
H 7.1453 -3.2820 -2.5168
H 2.6167 0.0433 -2.9954
H 1.5963 -2.4750 -5.0430
H -0.6696 4.1379 6.5134
C 0.9983 1.3328 -3.5753
C -5.7770 1.9456 4.8903
H -0.6463 -0.1803 0.3718
O -0.2693 -2.0464 1.1994
H -2.9018 5.7030 3.5972
H -0.0710 4.4786 4.8806
C -3.0916 3.6353 3.2094
C -0.7884 4.7885 5.6457
C 1.9909 -2.0105 -4.1383
H 7.9656 -2.4429 -0.4283
H -3.2416 0.5113 5.9070
O -2.4239 2.3888 3.2261
H -1.7524 2.3024 5.1953
O 5.6239 -3.4413 -0.4704
H 2.2480 -2.7547 0.4581
O 1.0212 -1.1099 -3.6481
H 0.4594 -4.6509 -0.7040
H 4.7651 -4.4500 1.7153
H -0.8859 0.8702 -7.2462
C -2.2773 1.6985 4.4518
H 7.7695 -4.8290 -0.7715
H -0.5810 2.4691 -6.5491
H 5.3932 -5.9618 -0.0427
C 0.7967 0.9305 -5.9705
H -1.1113 -0.4205 2.0738
*
```

Here are the Mulliken charges for atoms 1 to 4, given in e:
1 H 0.36
2 H 0.36
3 H -0.05
4 H 0.28



Density functional theory data (ωB97M-V with the def2-TZVPD basis set) for a molecular structure, C17H45AgFO15P3.

- Orbital gap: 8.7 eV

The geometry in ORCA input format:
```
! RIJCOSX wB97M-V def2-TZVPD def2/J DEFGRID3
* xyz 0 1
C 3.5820 -0.5320 -4.3562
C 3.2548 1.3406 -0.2192
H -4.7772 1.1486 2.5974
H 4.7981 3.5440 3.8348
H -1.5008 -2.3788 -0.4996
O -4.2079 1.7982 -1.6690
C -3.6238 -2.0065 -0.9184
H -4.1596 -1.9512 0.0285
C -2.2797 -3.4821 -2.2416
C 0.5131 -1.5254 6.0953
H 4.3505 -0.9698 -5.0041
H -0.3274 1.5005 -0.2584
H 1.4142 -0.6106 -4.1280
H 5.9435 -0.5745 -3.4530
H 3.9230 0.7091 0.3702
C -4.3597 -2.5039 -2.1674
H -4.7511 5.3979 -0.5776
H -4.2834 -1.7954 -2.9910
O 4.4910 3.6426 1.7871
H -1.3429 0.3750 -1.1099
C -4.8361 0.9447 1.5289
F 0.8085 -1.1736 -1.4674
H 0.0022 -0.6593 6.5142
H -2.5972 -3.7048 -0.1346
C -2.3893 -1.9657 2.9650
H 1.9880 -1.0179 -5.7246
H 0.3778 -3.1499 -3.7182
H 0.7783 2.0748 2.6859
O -2.4032 1.6040 0.1637
O 2.0866 3.6959 2.5140
C -1.3046 1.3966 -0.7291
H -1.7840 -2.8615 -2.9986
H -1.7153 -4.4160 -2.1996
O -3.3657 3.8826 -0.3944
H -3.3312 -0.9717 -1.1306
O 3.4914 1.5187 2.7936
H 5.2160 0.8830 -2.7775
H -1.3403 2.1103 -1.5543
P 0.1433 -2.3274 3.6000
H 1.5899 -0.2237 1.4000
O -3.6391 -3.6725 -2.6321
H -0.2056 -0.3178 1.1410
O 3.9790 -0.8319 -3.0131
C 0.8529 3.1289 2.9589
H -3.1783 -2.4860 3.5065
C -2.3978 -2.8992 -0.8447
O -0.3790 -2.0225 5.0677
O 2.2526 -2.5470 -4.4722
O -4.7509 2.1998 0.8345
H -5.8415 0.5717 1.3210
H -2.1933 -1.0354 3.5088
H -2.7381 -1.6520 1.9793
H 0.5807 -2.3051 6.8485
P -3.7187 2.3391 -0.3965
O -1.2097 -2.7314 2.8223
C 5.2170 -0.2089 -2.7182
H -5.3674 -2.8308 -1.9211
H 0.0433 3.6700 2.4746
H -4.0968 0.2042 1.2377
Ag 2.5957 -2.4634 -2.0565
H -3.3173 5.4890 -1.6331
C 0.6676 -0.7628 1.6056
H 5.5524 -0.4643 -1.7156
C 2.2194 -1.1323 -4.6552
H 2.4107 0.7451 -0.5675
H -4.6701 4.3718 -1.9865
O 0.4433 -0.8680 3.0223
H 6.2247 3.6612 2.8009
H 0.7175 3.1776 4.0376
H 1.1960 -4.2004 -4.9473
C 5.2163 4.0447 2.9618
P 3.2114 2.7037 1.9719
O 2.6916 2.4529 0.4863
C -4.0616 4.8223 -1.2008
H 3.8402 1.6815 -1.0754
H 0.4114 -2.7990 -5.4652
H 5.2750 5.1163 3.1341
H 1.4637 -1.2190 5.6664
H 0.8471 -1.7448 1.1681
O 1.2264 -3.3107 3.4659
H 3.5658 0.5406 -4.5608
C 0.9921 -3.1804 -4.6162
*
```

Here are the Mulliken charges for atoms 1 to 4, given in e:
1 C -0.47
2 C -0.62
3 H 0.28
4 H 0.33



Density functional theory data (ωB97M-V with the def2-TZVPD basis set) for 11 unconnected molecules or ions with the total composition C17H45BN11O28.

- Orbital gap: 4.9 eV

The geometry in ORCA input format:
```
! RIJCOSX wB97M-V def2-TZVPD def2/J DEFGRID3
* xyz -1 1
N 2.8285 -1.6787 1.5102
H -0.6076 -1.4245 -3.1254
H 4.6385 -1.1387 0.3840
H -0.2434 2.0670 8.2996
O -0.8830 1.3543 1.8293
H 1.3470 1.5473 -2.8988
O 0.1342 -3.1661 -4.3591
O -0.3199 -0.3924 6.5844
H 4.1739 0.4290 1.1090
H 1.5219 -3.6682 -6.4919
H -2.7149 -1.2176 0.1077
H 1.2569 -0.2928 1.2808
C -5.2534 1.8042 -0.9247
C 4.6692 -0.0583 0.2748
H 6.3416 -0.5079 -5.4169
H 0.2695 0.4215 8.7588
O -4.1037 -0.5295 2.9912
H -1.5690 -0.2945 3.4970
C 1.3142 2.1077 -1.9699
H -2.1591 0.2351 13.2844
H -1.4136 0.9341 9.0360
H -5.8608 0.9386 -1.2192
O -0.7902 -1.8621 -5.8125
H 0.7101 1.5892 -1.2310
O -0.3605 3.6504 -1.6502
H -4.0979 1.8187 -3.7255
C 1.5174 -1.4220 -10.9123
O -6.4447 -2.0972 7.5265
N -3.3828 -1.3333 3.5441
H -1.7734 2.3388 -0.6803
H -1.0274 -1.1453 13.1677
O 6.3404 3.2322 -2.2183
H -1.8071 1.5791 -3.0973
H -2.4957 -1.1009 12.1436
H 2.3126 2.3071 -1.5960
H -6.3671 -2.5058 4.3658
C 1.3633 -2.6252 -6.2314
C -5.9222 -2.1225 5.2754
C -2.5000 0.8206 -2.7491
B -0.3485 -1.3338 -1.9478
H -1.6444 -1.6326 4.6836
H 0.8881 -1.7325 2.2757
H -2.7587 1.3248 0.4219
H 3.6783 4.0616 -3.3348
O 3.6202 -0.7507 1.4942
O -3.5756 -2.5372 3.5747
C 5.4324 -0.0677 -5.0177
N 3.9096 0.2873 -0.9567
H -2.4053 -0.0157 -3.4406
H -1.3462 2.2018 1.8304
O -1.8502 1.1350 6.4992
N -6.8083 -2.4612 6.4241
H 0.8593 -1.3926 -1.7372
H 1.2205 -2.0231 -7.1158
O -1.2367 -1.9754 -0.9738
C 4.6362 4.5243 -3.1084
O 3.1375 -2.8466 1.6291
H -4.6323 0.4373 -2.8280
O -0.4038 -0.5111 10.7360
H 2.1109 -1.1560 -11.7794
O 3.4579 -0.2778 -6.2037
H 1.0007 -1.8730 0.4896
C -3.9472 1.2829 -2.7846
H 2.1805 -2.2380 -5.6401
C -0.5448 1.0277 8.3989
H 4.5017 5.5418 -2.7536
H -5.8360 -1.0401 5.2382
H 0.8302 -2.2307 -11.1427
C -2.1811 -0.8021 4.2418
N 0.1331 -2.5502 -5.3966
N 2.4316 -1.9044 -9.8416
N 4.2877 -0.8621 -5.5368
C -1.9919 0.3295 -1.3987
H -3.1041 -1.6721 -1.5736
O 4.5017 0.8775 -1.8462
N -0.9569 0.1875 11.5607
C -1.7241 -0.5102 12.6289
H 5.3185 0.9585 -5.3469
C -2.3920 -1.1300 -0.9338
H 5.6873 0.2980 0.1623
O 4.2698 -2.0422 -5.2485
N -0.9348 0.5469 7.0461
O 2.7493 -0.0429 -0.9861
O 4.6418 3.6821 -0.9644
C -1.8915 1.3574 -0.2405
H 5.2972 4.4951 -3.9671
O -0.6921 1.0417 0.4644
O 1.9127 -2.2425 -8.7960
N 0.6581 3.4184 -2.2578
H -4.9600 -2.5865 5.4587
O -0.9348 1.4020 11.5803
O 1.1736 4.1504 -3.0909
C 1.3775 -1.3648 1.3773
H 5.4085 -0.1331 -3.9338
O 3.6209 -1.9258 -10.0813
O -0.6107 0.1304 -1.6740
O -4.2826 2.2066 -1.7298
H 0.9864 -0.5584 -10.5227
O -5.4827 2.3683 0.0614
O -7.8295 -3.0750 6.1922
H -2.5169 -0.1142 5.0078
N 5.2621 3.7462 -2.0062
*
```

Here are the Mulliken charges for atoms 1 to 4, given in e:
1 N 0.98
2 H -0.53
3 H 0.23
4 H 0.30



Density functional theory data (ωB97M-V with the def2-TZVPD basis set) for 3 unconnected molecules or ions with the total composition C17H46BN3O6P.

- Orbital gap: 6.3 eV

The geometry in ORCA input format:
```
! RIJCOSX wB97M-V def2-TZVPD def2/J DEFGRID3
* xyz 1 1
H -7.9521 1.9670 0.5115
C 0.1056 2.4417 -4.7745
C -0.6838 3.0307 -3.5885
H 3.9585 -5.5528 1.7756
O -5.6432 3.2927 -1.5470
H 3.9287 -1.5554 0.3413
H -6.8151 0.8938 2.5442
C 3.3716 1.2460 -3.2435
C -6.8592 2.5995 -1.2426
H -0.5903 1.8486 -5.3807
H 0.1046 2.1361 -1.3597
H -3.5662 2.8915 0.5621
H 3.5978 -1.3175 -2.7523
N 1.2331 1.5600 -4.4522
H 2.8248 2.9308 -4.4819
O 2.2763 -4.2399 0.2973
H 2.8659 -4.5343 5.7960
H 5.2446 -4.5112 0.1433
C 5.4619 -4.2030 1.2735
C 2.6544 -0.8673 -2.4247
H 2.4664 -0.4472 0.9922
C 2.3377 2.2506 -3.7751
C 2.7789 -4.0117 4.7262
H 5.8421 -6.6191 4.0873
H -2.7423 4.0204 1.6311
H 3.9659 -6.9570 3.6864
H 6.3316 -4.9093 1.6542
H 4.2321 1.8035 -2.8569
O -1.3962 2.0525 -2.8281
O 2.8261 0.5149 -2.1390
H 3.5517 -0.4689 3.4331
C 4.7365 -6.2961 4.2997
C 4.2170 -0.4838 2.4527
H -1.4490 3.6930 -4.0083
H -0.0643 3.6613 -2.9410
H -7.6807 3.2702 -1.5182
B 3.0359 -3.6743 1.4683
H 5.7660 -3.0691 1.3884
N -5.9668 1.2978 0.6657
H -1.3329 1.1652 -0.9878
H 2.3321 -1.3676 -1.5068
C 3.3043 -1.2462 1.2825
H 4.5560 0.5845 2.1029
C -0.6389 1.4543 -1.7834
C -5.8379 1.1541 2.1201
H -5.2711 2.0903 3.9564
H 0.4589 3.2582 -5.4157
P 4.3819 -4.4503 3.7863
H -6.7658 3.2592 0.7931
O -3.8792 2.6169 2.5881
H 1.9718 2.8360 -2.9264
H -5.1842 0.2898 2.2911
H -3.9024 3.1523 -2.6134
H -6.9735 1.6808 -1.8306
H 4.4487 -6.3483 5.4537
O 2.6139 -2.3506 1.9659
H 5.1326 -1.2021 2.7022
H -5.8597 3.2571 2.7946
C -5.2501 2.3518 2.8926
H 0.8952 0.8100 -3.8545
C -6.9441 2.3176 0.2654
H -5.2448 2.1881 -3.2646
H 2.8386 -2.8433 4.9644
H -4.3803 1.6598 -1.7837
H 3.7379 0.5865 -4.0395
C -4.7538 2.5207 -2.3436
H 2.8036 -5.0591 -0.0093
C -3.6805 3.4789 1.4744
H 1.8834 -1.0128 -3.1853
H -5.0568 1.5431 0.2842
N 4.1545 -4.5382 2.0204
H -4.4852 4.2116 1.3612
H -0.1609 0.5418 -2.1428
H 1.7823 -4.2746 4.1716
*
```

Here are the Mulliken charges for atoms 1 to 4, given in e:
1 H 0.40
2 C -0.77
3 C -0.46
4 H 0.43



Density functional theory data (ωB97M-V with the def2-TZVPD basis set) for a molecular structure, C17H46Cl2HfN2NaO15S2.

- Orbital gap: 5.9 eV

The geometry in ORCA input format:
```
! RIJCOSX wB97M-V def2-TZVPD def2/J DEFGRID3
* xyz 1 1
H 9.6352 -2.4430 35.0579
H 9.0252 -3.2186 32.1400
H 12.6623 -0.6333 34.3404
H 8.8671 1.7139 29.7600
H 10.1706 -4.4656 30.3691
H 7.1280 -4.1192 33.0795
Hf 11.3119 -0.9308 27.7137
O 12.0477 -3.0178 26.8490
O 12.7746 -1.8552 29.1575
O 5.6367 -1.7613 32.0113
C 6.6184 -0.1956 33.4962
C 13.2387 -3.7468 27.2439
H 11.9528 -2.2745 34.3183
O 12.2257 -1.0509 31.4508
H 8.1600 -5.4373 32.5301
C 11.0478 -3.8959 26.3273
H 11.6329 -3.9226 32.1841
H 6.8424 -3.7291 28.4685
C 5.2378 -2.1195 30.7030
H 5.6850 -2.9338 25.4311
S 12.8987 -0.7461 30.2045
H 8.3555 1.5660 31.4353
O 9.1815 -3.6719 32.9770
C 9.0300 -0.8482 25.3881
H 13.8652 -3.1161 27.8611
Cl 11.2938 -6.3330 29.4405
H 12.6239 -3.9327 30.7244
C 11.9335 -1.2937 34.8023
O 11.9739 0.2302 29.4103
C 9.1110 2.0092 30.7816
O 14.2283 -0.2767 30.3073
H 7.5638 -1.1631 35.8165
H 5.3572 0.2678 31.8242
H 4.7903 -3.1105 30.7750
O 10.4625 -2.6351 28.8510
H 7.6393 -5.5874 29.7042
C 8.1116 -4.5749 33.2174
H 10.2615 -2.8731 24.6247
H 8.7943 -2.0847 26.9263
O 9.5269 -0.5747 28.9603
H 9.0837 -3.7319 25.5306
H 10.2840 -5.7458 31.5136
C 7.6311 -1.2513 24.9963
H 12.1846 -1.3916 35.8628
C 8.3075 -0.7552 35.1190
S 9.1861 -2.0048 29.3851
O 6.9161 -1.4191 26.1873
O 9.0564 -2.1767 30.7993
C 5.6332 -2.0010 26.0030
H 6.9755 -0.3038 31.3640
H 8.2422 -5.0354 34.1942
O 10.3991 1.5870 31.1960
H 5.2754 -2.2729 26.9940
H 12.9703 -4.6376 27.8072
H 5.9062 -5.9223 29.9533
H 4.5052 -1.4039 30.3195
C 6.6346 -5.1419 29.7449
H 6.6863 0.8730 33.6953
Cl 13.0831 -5.7285 32.1765
O 6.2809 -4.5027 28.5370
H 8.9974 0.1803 25.7725
C 9.9600 -3.0926 25.6544
H 6.6245 -4.4440 30.5956
H 5.8706 -0.6535 34.1580
H 9.8682 -1.3557 36.4543
O 8.0714 -2.4953 28.5993
H 6.0999 -2.2166 30.0324
H 10.9567 1.5490 30.4125
C 6.1501 -0.4542 32.0764
H 8.4304 0.2989 35.3924
C 12.0094 -4.5470 31.3734
C 10.8533 -5.2209 30.7494
H 9.0019 3.0951 30.8624
H 13.8140 -3.9880 26.3485
Na 10.1099 -0.6121 32.2552
N 7.9160 -0.8668 33.7236
H 7.6678 -2.1972 24.4299
C 9.6573 -1.3941 35.3782
O 10.6534 -0.6844 34.6636
H 7.1668 -0.5253 24.3177
N 9.6247 -1.8188 26.3550
H 11.4549 -4.5408 25.5474
H 7.7418 -1.8386 33.4820
H 10.6404 -4.4924 27.1446
H 9.6277 -0.7945 24.4725
H 4.9552 -1.2995 25.5141
*
```

Here are the Mulliken charges for atoms 1 to 4, given in e:
1 H 0.19
2 H 0.11
3 H 0.24
4 H 0.04



- Look up the orbital gap of the sixth one.
  5.9 eV



- The lowest orbital gap belongs to which entry?
  C17H45BN11O28



- What is the orbital gap in the sixth record?
  5.9 eV



- Which formula does entry 1 have?
  C17H44O8P2Si